A:
Entry from OMol25: one molecule with the formula C4H6OS (ωB97M-V/def2-TZVPD).

```
! RIJCOSX wB97M-V def2-TZVPD def2/J DEFGRID3
* xyz 0 1
S 2.048 -0.511 0.467
H 1.558 0.346 -1.592
H -1.579 1.749 0.364
C -0.864 0.880 0.517
O 0.096 1.240 -0.413
C 1.044 0.315 -0.687
C -1.513 -0.493 0.152
H 3.170 0.054 0.368
C -0.853 -1.465 -0.343
H -0.196 -2.331 -0.624
H -0.390 0.580 1.600
H -2.522 -0.365 0.191
*
```

The HOMO energy (spin up / spin down) is -7.87 / -7.73 eV.


B:
Entry from OMol25: one molecule with the formula C4H6OS (ωB97M-V/def2-TZVPD).

```
! RIJCOSX wB97M-V def2-TZVPD def2/J DEFGRID3
* xyz 0 1
S -0.932 -1.515 -0.296
C 1.645 -0.318 0.415
H 2.245 -1.206 0.341
H -2.920 -0.134 0.719
H -1.774 2.035 -0.014
C -1.265 1.035 0.009
C 0.481 -0.372 -0.635
H 0.959 -0.665 -1.649
H 2.256 0.550 0.107
C -1.879 -0.102 0.259
H 1.265 -0.258 1.455
O -0.081 0.950 -0.711
*
```

The HOMO energy is -8.00 eV.


C:
Entry from OMol25: one molecule with the formula C4H6OS (ωB97M-V/def2-TZVPD).

```
! RIJCOSX wB97M-V def2-TZVPD def2/J DEFGRID3
* xyz 0 1
C 1.974 -0.407 -0.486
H 1.712 0.203 0.395
H 2.563 0.291 -1.326
C 0.559 -1.073 -0.800
H -1.601 -1.087 -0.278
H -2.331 2.578 1.505
S -0.206 1.061 0.576
H 0.269 -1.905 -1.574
O -2.751 0.713 0.948
C -0.558 -0.556 -0.167
H 2.363 -1.367 0.049
C -1.994 1.548 1.159
*
```

The HOMO energy is -8.47 eV.


D:
Entry from OMol25: one molecule with the formula C4H6OS (ωB97M-V/def2-TZVPD).

```
! RIJCOSX wB97M-V def2-TZVPD def2/J DEFGRID3
* xyz 0 1
S 0.241 1.373 -1.829
C 0.437 -1.281 1.230
H -1.383 1.780 -0.063
O -1.036 -0.246 -0.266
H -0.090 -0.976 2.050
H 0.145 -2.326 0.855
C 0.259 -0.217 0.139
C -1.248 0.989 -0.809
H -2.101 1.103 -1.481
H 2.186 0.563 -0.579
H 1.508 -1.321 1.326
C 1.081 0.560 -0.573
*
```

The HOMO energy is -7.85 eV.


Stability summary: most stable B, least stable A.


A:
Entry from OMol25: one molecule with the formula C4H6OS (ωB97M-V/def2-TZVPD).

```
! RIJCOSX wB97M-V def2-TZVPD def2/J DEFGRID3
* xyz 0 1
O -1.411 -0.222 2.057
C -0.787 -0.908 -0.956
H 0.054 -1.593 -0.859
H 2.203 0.027 -0.333
H -0.920 -0.646 -2.003
C -0.575 0.309 -0.133
H -1.674 -1.435 -0.603
C -0.498 0.127 1.368
H 1.842 1.828 -0.084
H -1.028 1.231 -0.472
C 1.636 0.800 0.157
S 1.159 0.481 1.861
*
```

The HOMO energy is -9.09 eV.


B:
Entry from OMol25: one molecule with the formula C4H6OS (ωB97M-V/def2-TZVPD).

```
! RIJCOSX wB97M-V def2-TZVPD def2/J DEFGRID3
* xyz 0 1
C 0.344 1.247 -0.043
C 0.309 -1.128 0.598
H 0.809 2.194 0.448
C -0.931 -1.053 -0.312
S 1.468 0.014 -0.202
H -0.625 -0.901 -1.417
H 0.045 -0.617 1.658
C -1.001 1.146 0.200
O -1.694 -0.001 -0.057
H -1.806 1.927 0.132
H 0.871 -2.059 0.670
H -1.550 -2.028 -0.473
*
```

The HOMO energy is -7.97 eV.


C:
Entry from OMol25: one molecule with the formula C4H6OS (ωB97M-V/def2-TZVPD).

```
! RIJCOSX wB97M-V def2-TZVPD def2/J DEFGRID3
* xyz 0 1
H -0.440 -2.274 -0.962
H 1.596 0.211 -1.793
C 1.056 0.191 -0.781
C -0.860 0.860 0.442
O 0.250 1.223 -0.448
H 2.257 -0.059 1.618
H -2.508 -0.619 0.260
H -1.459 1.780 0.402
C -0.539 -1.244 -0.552
C -1.401 -0.480 0.001
S 2.430 -0.407 0.365
H -0.381 0.817 1.450
*
```

The HOMO energy is -8.39 eV.


Stability summary: most stable A, least stable C.